Entry 1:
The following is a DFT calculation (ωB97M-V/def2-TZVPD) of one molecule with the formula C2H7N3S.

Lowest unoccupied orbital energy   0.886 eV
Gap between HOMO and LUMO   8.516 eV
E_tot   -642.78415 Eh
2S+1   1

Atoms and positions in Å:
C -2.54 -0.88 0.09
C -0.11 -0.47 -0.18
H -3.23 -0.57 0.93
H -3.07 -0.95 -0.87
H -2.20 -1.88 0.39
H -1.22 1.90 -0.67
H -1.22 1.60 0.95
H 0.08 -1.53 -0.12
H 2.95 1.05 0.25
N -1.37 -0.04 -0.09
N -1.67 1.34 0.08
N 0.87 0.42 -0.24
S 2.43 -0.22 0.09


Entry 2:
The following is a DFT calculation (ωB97M-V/def2-TZVPD) of one molecule with the formula C2H7N3S.

Lowest unoccupied orbital energy   0.754 eV
Gap between HOMO and LUMO   9.554 eV
E_tot   -642.82317 Eh
2S+1   1

Atoms and positions in Å:
C 1.93 0.23 -0.28
C 0.39 0.57 -0.08
H 2.30 -1.18 1.27
H 2.87 -1.61 -0.14
H 2.27 0.24 -1.31
H 2.56 1.00 0.16
H 0.82 2.42 0.16
H 0.06 -1.43 -0.29
H -2.19 -0.04 1.25
N 2.11 -1.08 0.26
N 0.07 1.78 0.19
N -0.45 -0.53 -0.19
S -2.17 -0.34 -0.05


Entry 3:
The following is a DFT calculation (ωB97M-V/def2-TZVPD) of one molecule with the formula C2H7N3S.

Lowest unoccupied orbital energy   0.745 eV
Gap between HOMO and LUMO   9.866 eV
E_tot   -642.82277 Eh
2S+1   1

Atoms and positions in Å:
C 1.68 -0.97 -0.08
C -0.02 0.65 -0.13
H 1.96 -2.04 -0.26
H 2.11 -0.63 0.89
H 2.11 -0.33 -0.86
H -0.22 -1.42 0.31
H 0.35 2.44 -0.05
H -1.82 1.61 -0.05
H -3.26 -0.62 0.81
N 0.30 -0.70 -0.20
N 0.78 1.60 -0.34
N -1.42 0.76 0.30
S -2.56 -0.35 -0.33


Entry 4:
The following is a DFT calculation (ωB97M-V/def2-TZVPD) of a 2-piece molecular cluster, C2H7N4 overall.

Lowest unoccupied orbital energy   -3.677 eV
Gap between HOMO and LUMO   10.850 eV
Net charge   +1
E_tot   -299.04815 Eh
2S+1   1

Atoms and positions in Å:
C -1.10 1.44 -0.40
C -0.76 0.16 -0.46
N 2.83 0.20 0.83
N 2.23 -0.36 0.09
N 1.48 -1.09 -0.43
N -0.90 -0.61 0.75
H -0.96 2.26 -1.12
H -1.54 1.93 0.47
H -0.26 -0.39 -1.29
H 1.62 -1.18 -1.39
H -0.64 0.03 1.50
H -0.15 -1.28 0.64
H -1.86 -1.10 0.81